No. 1
C3H5NO2S | ωB97M-V/def2-TZVPD

Cartesian coordinates (Å):
1 S 1.15788 0.56247 -1.35527
2 H -0.81146 -0.05914 -2.35218
3 H 1.76526 0.79368 1.11712
4 C -1.16288 -0.27887 -0.35648
5 O 0.53305 -1.45113 0.88609
6 H 0.16741 1.80674 0.64548
7 N -0.34132 -0.22733 -1.42151
8 O -2.42726 -0.28136 -0.45937
9 H -0.83721 -0.03394 1.70954
10 C -0.19769 -0.23264 0.84488
11 C 0.88127 0.87476 0.50088
12 H 1.27294 -1.47325 0.24081

Atomic forces in eV per Å
0.62 0.29 2.03
0.50 -0.45 1.57
0.04 0.24 -0.05
-2.86 0.71 -0.37
-0.37 -0.76 0.72
2.33 -1.00 -0.38
-1.39 0.27 -3.81
4.06 -0.34 0.94
0.81 -0.32 0.40
1.48 -0.11 -0.89
-4.35 1.03 -0.55
-0.87 0.43 0.38

Results
Relative energy (zero: lowest compared OMol25 entry of this formula, charge and spin)   148.4 kJ/mol
SMILES   O=C1NSC[C@@H]1O
HOMO level   -0.32856 hartree
Frontier orbital gap   9.316 eV

No. 2
C16H17N | ωB97M-V/def2-TZVPD

Cartesian coordinates (Å):
1 C 0.13848 0.32026 2.07033
2 C -0.14218 -1.87705 3.07553
3 H 3.30562 1.77395 -1.04541
4 C 1.20571 -1.28348 -0.57656
5 H -3.75788 0.87926 -0.30943
6 H 3.87323 1.07947 -2.38303
7 C 0.14484 -1.53424 -1.50202
8 C 2.97942 1.50569 -2.09446
9 H 0.58618 1.30415 1.88406
10 C 1.88623 0.61085 -1.92088
11 C -1.96647 -0.93181 1.72430
12 H 1.01356 1.04607 -3.71823
13 C 0.96821 0.32544 -2.92991
14 H -1.33000 2.24856 -1.25207
15 C 1.92266 -0.13872 -0.76990
16 H -2.08048 -2.71432 2.71416
17 H 1.59693 -0.72765 3.39464
18 H -1.54980 3.00010 0.44738
19 H -0.48851 -2.33839 -1.15794
20 N -3.11034 -0.79293 0.95698
21 H -3.85483 -1.42417 0.83335
22 C 0.06807 -0.72017 -2.72942
23 C -1.15017 2.16008 -0.17756
24 H 2.62383 0.05449 -0.01385
25 C -1.71686 1.03401 0.47526
26 C -2.96189 0.48475 0.41456
27 C 0.61589 -0.73372 2.84089
28 C -1.45498 -1.89211 2.52858
29 H 0.30095 -2.56026 3.74863
30 H -0.07128 2.09319 -0.21494
31 H 1.15615 -1.77793 0.31054
32 H 3.12542 2.42938 -2.74543
33 H -0.87986 -1.03795 -3.28605
34 C -0.99587 0.13520 1.40790

Atomic forces in eV per Å
2.16 0.41 0.50
-1.21 2.34 -1.45
-0.37 0.51 -0.99
-3.23 1.44 -3.66
1.06 -0.76 1.31
1.81 -2.07 -0.90
2.46 1.66 -0.72
2.36 4.37 1.59
0.61 -0.66 0.37
-1.28 -1.45 -0.88
3.01 0.95 -1.17
-0.53 -0.20 -0.92
-0.38 -0.39 1.06
-0.86 0.17 0.19
0.38 -1.04 0.08
-0.70 -1.29 0.54
-1.01 0.48 -0.83
0.94 0.24 -1.16
-0.62 0.00 -0.89
2.20 2.21 1.43
-0.73 -0.42 0.07
-2.18 -2.49 2.15
0.15 2.34 -0.38
1.06 0.76 0.85
-0.90 -4.16 2.10
-1.64 0.91 -3.72
1.58 -0.17 1.49
0.66 -1.76 1.07
-0.24 -1.12 0.38
0.41 0.24 0.75
0.43 -1.45 2.40
-1.68 -0.82 0.73
1.78 1.12 0.00
-5.47 0.09 -1.41

Results
Relative energy (zero: lowest compared OMol25 entry of this formula, charge and spin)   301.3 kJ/mol
SMILES   Cc1c[nH]c2ccccc12.Cc1ccccc1
HOMO level   -0.28209 hartree
Frontier orbital gap   8.556 eV

No. 3
C4H6O2 | ωB97M-V/def2-TZVPD

Cartesian coordinates (Å):
1 C 1.48022 0.10692 0.57288
2 H -0.40587 -1.82536 -1.11193
3 H -0.41700 -0.14961 -1.88005
4 H -1.06100 -0.78087 1.07149
5 H 2.38338 0.50089 1.07459
6 C -0.46849 -0.75157 -0.97446
7 O -0.80738 1.13012 0.28317
8 C 0.56188 1.12459 0.18490
9 C -1.26020 -0.20346 0.15768
10 H -2.34664 -0.17796 -0.01629
11 H 0.92809 2.14542 0.27560
12 O 1.41300 -1.11912 0.36241

Atomic forces in eV per Å
0.56 -1.68 -0.33
0.05 0.18 0.07
0.03 -0.01 0.18
-0.09 0.17 -0.04
-0.09 0.08 -0.16
-1.35 -0.78 -0.97
1.44 0.30 -0.06
-1.08 1.43 1.11
-0.13 -0.93 -0.51
0.24 0.11 0.06
0.00 -0.12 -0.16
0.41 1.24 0.82

Results
Relative energy (zero: lowest compared OMol25 entry of this formula, charge and spin)   480.2 kJ/mol
HOMO level (spin up / spin down)   -0.30916 / -0.28972 hartree
Frontier orbital gap (spin up / spin down)   8.760 / 7.004 eV